Entry from the OMol25 dataset: an isolated molecule of C5H8O (ωB97M-V/def2-TZVPD).

The relative energy (zero: lowest compared OMol25 entry of this formula, charge and spin) comes out at 101.3 kJ/mol. The value obtained for the total energy is -270.51930 Ha. The HOMO-LUMO gap comes out at 10.31 eV. The calculation puts the max |F| at 0.289 eV/A. Its LUMO energy is 1.10 eV. Its SMILES is C[C@@H]1C=CCO1.

XYZ file:
```
14
Properties=species:S:1:pos:R:3:forces:R:3
C 1.632961 -0.467500 0.354090 0.052 -0.016 0.060
C 0.671180 0.451541 -0.394959 0.118 0.131 0.130
C -0.358765 1.048342 0.537298 -0.141 -0.090 0.048
C -1.507117 0.402335 0.384744 0.110 0.030 0.000
C -1.335330 -0.640762 -0.689920 -0.273 -0.074 0.063
O -0.108435 -0.306811 -1.315987 0.007 -0.052 -0.086
H 1.051606 -1.181354 0.950714 0.168 0.093 -0.076
H 2.255414 -1.024281 -0.352536 -0.056 0.117 0.091
H 2.280620 0.104477 1.027626 -0.084 -0.088 -0.074
H 1.225230 1.209474 -0.964105 -0.101 -0.143 0.046
H -0.137811 1.819652 1.266553 -0.022 -0.076 -0.112
H -2.420670 0.533984 0.955482 0.157 0.013 -0.092
H -2.129541 -0.649703 -1.443768 0.105 0.061 0.067
H -1.287466 -1.649034 -0.244340 -0.041 0.093 -0.066
```
Positions in Å, forces in eV/Å.

Entry from the OMol25 dataset: a structure of composition C15H14N4O2PdS (ωB97M-V/def2-TZVPD).

The relative energy (zero: lowest compared OMol25 entry of this formula, charge and spin) comes out at 0.0 kJ/mol. The spin multiplicity is 3. The value obtained for the total energy is -1475.58219 Ha. Its expectation value of S² is 2.008. The HOMO-LUMO gap (spin up / spin down) comes out at 6.81 / 6.96 eV. The calculation puts the max |F| at 0.843 eV/A. Its LUMO energy (spin up / spin down) is -0.44 / -1.05 eV.

XYZ file:
```
37
Properties=species:S:1:pos:R:3:forces:R:3
Pd 0.237772 -0.197095 -0.399219 0.659 -0.197 0.191
N -2.517883 -3.302603 -1.652661 0.093 0.017 -0.118
C -1.833960 -2.177789 -1.314865 -0.269 -0.410 -0.033
S -0.103065 -2.271261 -1.438998 -0.152 -0.264 -0.169
N -2.599009 -1.170938 -0.948944 0.340 0.549 0.216
N -1.872716 -0.111919 -0.486992 -0.772 0.166 -0.295
C -2.392917 1.069287 -0.432430 0.205 0.066 0.276
C -3.773085 1.435877 -0.847216 0.097 -0.163 0.020
C -4.882581 0.741257 -0.371958 0.023 0.016 -0.007
C -6.157037 1.114328 -0.767057 -0.010 -0.001 -0.006
C -6.338077 2.170018 -1.650207 -0.011 0.003 0.014
C -5.237301 2.860589 -2.135009 0.014 -0.039 0.037
C -3.962272 2.497032 -1.729027 0.005 0.022 -0.062
C -1.495597 2.137180 0.125280 -0.145 -0.170 -0.053
C -1.994928 3.339990 0.611711 0.149 -0.072 -0.006
C -1.105483 4.274287 1.119468 0.005 0.021 0.004
C 0.251114 3.993219 1.139707 0.008 -0.078 -0.009
C 0.671729 2.761470 0.661713 -0.122 -0.011 0.019
N -0.178135 1.869601 0.167990 -0.216 0.281 -0.015
H -2.035305 -4.010066 -2.176666 0.024 -0.013 0.036
H -3.511860 -3.215431 -1.781383 -0.020 0.027 0.021
H -4.743936 -0.092961 0.299272 0.038 -0.034 0.022
H -7.012622 0.571980 -0.387038 -0.015 0.002 -0.003
H -7.335665 2.452696 -1.959713 -0.006 0.001 -0.004
H -5.367386 3.681042 -2.827952 -0.008 0.002 -0.011
H -3.105708 3.036286 -2.114048 0.036 0.004 0.014
H -3.057357 3.529231 0.602618 -0.026 0.010 -0.022
H -1.479365 5.214973 1.501733 0.030 0.014 0.011
H 0.974433 4.697739 1.523015 -0.014 0.028 0.015
H 1.710597 2.455171 0.665790 0.024 0.071 0.008
C 3.611154 -1.152594 1.649257 0.072 0.012 0.054
C 2.388470 -0.683902 0.918216 -0.239 0.167 -0.102
O 1.267229 -0.719053 1.508845 -0.125 -0.005 -0.049
O 2.453483 -0.259956 -0.267840 0.356 -0.038 0.037
H 3.442873 -2.164333 2.015198 -0.009 -0.012 -0.012
H 3.774678 -0.516741 2.519346 0.003 0.008 0.004
H 4.485379 -1.128321 1.004741 -0.022 0.017 -0.022
```
Positions in Å, forces in eV/Å.

Entry from the OMol25 dataset: a cluster of 5 separate species, C6H25N2O4 in total at a distorted geometry (ωB97M-V/def2-TZVPD).

The relative energy (zero: lowest compared OMol25 entry of this formula, charge and spin) comes out at 547.3 kJ/mol. The value obtained for the total energy is -653.68833 Ha. The HOMO-LUMO gap comes out at 8.94 eV. The calculation puts the max |F| at 5.462 eV/A. Its LUMO energy is -3.14 eV. As for the total charge: +1.

XYZ file:
```
37
Properties=species:S:1:pos:R:3:forces:R:3
N -1.914072 -0.458010 -0.203951 -2.008 0.111 -2.441
C -1.880403 -0.140963 -1.786717 -0.062 2.278 1.460
C -0.342653 0.166936 -1.966670 -0.452 -3.123 -1.490
N 0.186022 1.031379 -0.988725 3.643 0.763 0.861
C 0.376849 2.397643 -1.431819 -2.887 0.583 -2.309
C 1.671538 0.129567 0.910371 -0.432 -4.438 -1.588
C 1.587509 0.535131 -0.581287 0.139 -1.023 -0.388
C 2.850825 1.516103 -0.850239 -2.559 0.295 -1.119
H -1.068848 -1.006463 0.036510 -1.220 -0.196 -0.156
H -1.712420 0.454814 0.217268 0.037 0.474 0.318
H -2.880435 -0.856476 0.071927 2.536 0.529 -0.233
H -2.570979 0.758393 -2.016061 1.319 -0.908 1.066
H -2.413372 -0.874235 -2.379042 0.841 -0.948 0.168
H 0.200509 -0.866852 -1.691454 -1.559 1.811 -1.441
H -0.135572 0.485539 -3.039902 -0.163 -0.560 1.089
H -0.753758 2.666320 -1.494339 2.189 0.924 -0.598
H 0.907158 3.018071 -0.754226 -0.407 0.402 1.103
H 1.039945 2.573337 -2.399302 -1.900 -0.717 1.294
H 0.772665 -0.014422 1.517989 0.022 1.131 -0.169
H 1.932608 -1.033044 0.865389 0.238 2.405 0.273
H 2.493650 0.630752 1.323885 0.707 0.647 1.344
H 1.638697 -0.399456 -1.272965 1.083 1.557 1.566
H 3.756223 1.030239 -0.372482 -1.002 0.849 -0.940
H 2.552615 2.582213 -0.379918 1.456 -2.584 -0.990
H 2.826802 1.579934 -2.032128 1.028 0.212 2.549
H -2.689010 -3.242930 1.608252 2.719 1.582 -1.268
H -1.146374 -3.334954 1.430058 0.935 -1.323 0.397
O -1.844359 -2.746145 1.220802 -3.809 -0.851 1.158
H -1.624834 0.932066 1.988849 0.371 -0.910 1.785
H -0.253436 1.775592 1.826465 0.281 -0.579 0.685
O -1.146798 1.606669 1.554963 -1.069 1.815 -2.061
H 1.642716 -2.989528 0.147450 0.644 -0.059 0.655
H 0.186132 -2.625603 0.451101 -2.782 1.352 3.986
O 0.763385 -2.863791 -0.172007 2.219 -1.402 -4.790
H -0.502983 -1.403034 3.367356 -0.122 -0.108 0.193
H -1.640576 -0.500393 3.944313 1.098 -0.190 -0.585
O -0.864981 -0.514413 3.330286 -1.074 0.200 0.614
```
Positions in Å, forces in eV/Å.

Entry from the OMol25 dataset: a cluster of 2 separate species, H3INP in total at a distorted geometry (ωB97M-V/def2-TZVPD).

The relative energy (zero: lowest compared OMol25 entry of this formula, charge and spin) comes out at 447.1 kJ/mol. The value obtained for the total energy is -695.43566 Ha. The HOMO-LUMO gap (spin up / spin down) comes out at 7.32 / 8.52 eV. The calculation puts the max |F| at 3.388 eV/A. Its LUMO energy (spin up / spin down) is -1.37 / -0.96 eV.

XYZ file:
```
6
Properties=species:S:1:pos:R:3:forces:R:3
N 1.243364 0.300718 0.333035 1.147 -1.920 -2.545
P -2.156291 -0.273996 -1.174772 -0.863 -0.998 0.174
I 1.954819 1.201664 1.873165 0.671 0.540 1.000
H 2.054240 -0.225091 -0.214014 -1.731 1.391 1.578
H -2.080524 -1.294337 -0.142173 -0.141 0.422 -0.524
H -1.015607 0.291042 -0.675242 0.917 0.565 0.318
```
Positions in Å, forces in eV/Å.

Entry from the OMol25 dataset: a cluster of 2 separate species, C6H12N in total (ωB97M-V/def2-TZVPD).

The relative energy (zero: lowest compared OMol25 entry of this formula, charge and spin) comes out at 82.3 kJ/mol. The spin multiplicity is 2. The value obtained for the total energy is -290.44462 Ha. Its expectation value of S² is 0.753. The HOMO-LUMO gap (spin up / spin down) comes out at 6.58 / 9.91 eV. The calculation puts the max |F| at 0.852 eV/A. Its LUMO energy (spin up / spin down) is 1.02 / 1.01 eV.

XYZ file:
```
19
Properties=species:S:1:pos:R:3:forces:R:3
C -1.321692 0.526692 2.099128 0.680 -0.158 -0.379
C 0.576027 1.785044 1.133964 0.032 0.717 -0.458
N 0.079255 0.704536 1.786712 -0.038 -0.497 0.608
H -1.414300 -0.010879 3.041128 -0.149 0.108 0.090
H -1.825604 -0.059027 1.321993 -0.197 0.126 -0.006
H -1.766304 1.516035 2.172193 -0.223 -0.055 0.103
H -0.099789 2.569053 0.830852 0.002 -0.033 0.034
H 1.633635 1.873553 0.954194 -0.008 -0.119 0.030
H 0.701289 -0.065770 1.950791 -0.097 -0.074 -0.035
C 1.004348 -2.186445 -0.412543 -0.436 0.234 -0.224
C 0.135737 -1.403547 -1.056632 0.429 -0.105 0.220
C 0.550767 -0.377912 -2.006835 -0.341 0.066 -0.177
C -0.308956 0.423389 -2.632314 0.193 -0.108 -0.003
H 2.065416 -2.082458 -0.596872 0.072 -0.098 0.078
H 0.658822 -2.931591 0.289168 0.119 -0.075 0.047
H -0.928020 -1.497000 -0.869279 -0.059 -0.024 -0.010
H 1.613941 -0.302245 -2.204826 0.046 0.065 0.031
H 0.020134 1.174122 -3.335787 0.039 0.033 -0.018
H -1.374698 0.344447 -2.465038 -0.063 -0.003 0.068
```
Positions in Å, forces in eV/Å.

Entry from the OMol25 dataset: a structure of composition C7H10 (ωB97M-V/def2-TZVPD).

The relative energy (zero: lowest compared OMol25 entry of this formula, charge and spin) comes out at 656.7 kJ/mol. The value obtained for the total energy is -272.46789 Ha. The HOMO-LUMO gap comes out at 8.86 eV. The calculation puts the max |F| at 0.534 eV/A. Its LUMO energy is 1.08 eV.

XYZ file:
```
17
Properties=species:S:1:pos:R:3:forces:R:3
C 1.515794 -1.964202 -0.082749 -0.057 -0.056 0.141
C 0.870231 -2.311235 1.024096 0.081 0.017 -0.119
C 0.212881 0.751507 -1.021493 0.089 -0.170 -0.116
C -0.939514 0.146096 -1.488326 -0.076 -0.089 -0.073
C -0.838506 1.864140 -0.434956 -0.277 0.452 0.059
C -0.894170 1.407846 0.968752 -0.108 -0.075 0.088
C 0.408035 1.472199 0.216630 0.151 0.057 0.035
H 1.163240 -2.257702 -1.068676 0.033 0.031 0.164
H 2.415456 -1.354410 -0.056981 -0.135 -0.095 0.026
H -0.036765 -2.910660 0.992378 0.134 0.080 -0.018
H 1.216835 -2.005237 2.008434 -0.024 -0.039 -0.147
H -0.915556 -0.321721 -2.479938 0.011 0.123 0.151
H -1.903044 0.019857 -0.983065 0.161 0.021 0.012
H -1.128552 2.764768 -0.955207 0.060 -0.170 0.060
H -1.304238 0.412705 1.159076 0.069 0.138 -0.069
H -1.102318 2.152635 1.738356 0.037 -0.105 -0.134
H 1.284724 2.065660 0.450219 -0.149 -0.119 -0.060
```
Positions in Å, forces in eV/Å.

Entry from the OMol25 dataset: a cluster of 2 separate species, C5H11N2 in total at a distorted geometry (ωB97M-V/def2-TZVPD).

The relative energy (zero: lowest compared OMol25 entry of this formula, charge and spin) comes out at 420.5 kJ/mol. The value obtained for the total energy is -306.22330 Ha. The HOMO-LUMO gap comes out at 9.31 eV. The calculation puts the max |F| at 4.831 eV/A. Its LUMO energy is -4.47 eV. As for the total charge: +1.

XYZ file:
```
18
Properties=species:S:1:pos:R:3:forces:R:3
C 1.898963 -0.648590 -0.035945 0.600 -0.665 -0.508
C 1.592926 0.756513 -0.385997 -2.896 -0.211 1.202
C 0.016330 0.798300 -0.338494 -0.585 -1.509 0.993
C -0.198125 -0.752715 -0.444767 0.283 -0.030 -4.822
C -0.705421 1.329415 0.902761 0.053 -3.120 1.498
N 0.899638 -1.446132 0.070306 0.636 0.093 0.048
N -1.467251 -1.399219 0.011299 0.531 1.352 0.558
H 2.944590 -0.953598 0.131206 -0.706 -0.119 0.221
H 2.000840 1.266022 0.451010 0.542 1.322 0.423
H 1.762790 1.213832 -1.308142 1.583 0.274 -1.552
H -0.554145 1.363721 -1.064328 1.012 -0.379 -1.211
H -0.051558 -1.130042 -2.230369 -0.740 0.741 3.698
H -1.167581 0.414993 1.489750 1.062 2.273 -0.283
H -1.509214 1.882176 0.552151 -1.702 1.109 -0.284
H -0.149779 1.951264 1.569533 0.561 0.116 0.510
H -1.258929 -2.262922 0.435181 0.754 -1.869 0.403
H -2.244320 -1.530978 -0.592664 -0.536 0.082 -1.402
H -1.809752 -0.852033 0.787503 -0.452 0.542 0.510
```
Positions in Å, forces in eV/Å.

Entry from the OMol25 dataset: a structure of composition C24H30N2O3S at a distorted geometry (ωB97M-V/def2-TZVPD).

The relative energy (zero: lowest compared OMol25 entry of this formula, charge and spin) comes out at 2176.4 kJ/mol. The value obtained for the total energy is -1665.17665 Ha. The HOMO-LUMO gap comes out at 7.23 eV. The calculation puts the max |F| at 17.178 eV/A. Its LUMO energy is -0.22 eV.

XYZ file:
```
60
Properties=species:S:1:pos:R:3:forces:R:3
C -0.485994 0.608760 -2.357448 -2.475 -1.411 -2.711
C -1.860544 0.483963 -1.589578 -1.723 2.756 -11.690
H -2.504577 1.376486 -1.424721 0.534 0.266 -0.815
H -2.483912 -0.307211 -2.188902 0.446 1.860 0.213
O -1.642863 -0.127181 -0.586063 3.396 -6.388 15.119
C -0.914381 0.448447 0.547675 -0.976 -3.409 1.501
C -0.644106 1.798723 0.544472 -6.083 -0.664 -7.925
C -0.344605 2.524289 1.541794 3.708 -2.186 7.109
C 0.204527 1.781807 2.618803 2.853 6.513 3.468
C 0.146317 0.511559 2.708900 -0.800 -11.586 3.002
C -0.609676 -0.391869 1.836023 1.056 6.234 -4.994
O -0.670463 -1.721543 1.851747 6.035 5.099 4.571
C -1.553715 -2.284487 1.146288 -3.173 -9.526 1.644
H -2.477039 -1.862920 1.155772 -2.548 1.843 -1.704
H -1.929437 -3.122549 2.000755 0.403 0.981 -2.123
C -0.983560 -3.267688 0.100342 1.019 8.604 2.358
O -1.638079 -4.046964 -0.368081 -5.157 -7.808 -2.973
N 0.133301 -2.765061 -0.464280 -6.232 3.809 8.546
C 0.653943 -3.259344 -1.424845 14.176 -6.307 -7.372
C 2.225986 -3.573348 -1.207672 -6.663 0.444 -5.209
C 2.862701 -4.064349 -2.384099 7.882 2.846 11.033
C 2.463847 -4.556251 -3.437878 -7.537 0.344 -7.952
C 1.002115 -4.230849 -3.625890 5.252 -3.472 -3.925
C 0.331919 -3.723433 -2.641378 -9.059 2.083 -0.246
C -1.527202 -3.406234 -3.050776 5.901 3.023 -0.817
H -1.576474 -2.338493 -2.567408 -0.460 -2.044 -0.993
H -1.322830 -3.272809 -4.219393 -1.504 -0.864 2.665
H -1.973565 -4.163436 -2.442256 -0.775 -0.435 -0.727
H 0.700666 -4.479414 -4.684979 -0.586 0.465 1.517
C 3.302560 -4.947668 -4.577564 -6.396 -5.395 -0.433
H 2.591144 -5.058868 -5.503077 1.403 0.209 1.483
H 4.057684 -4.400865 -4.843998 4.514 3.083 -0.979
H 3.504545 -5.995378 -4.280319 0.933 0.306 -0.825
H 4.039319 -4.154375 -2.248755 -1.934 0.320 0.055
C 2.815217 -3.148415 -0.028642 -9.893 2.795 5.539
H 2.677445 -2.135839 0.359913 0.336 0.442 -0.846
H 3.652692 -3.446496 -0.010764 12.097 -3.139 0.369
H 2.423987 -3.661997 1.014290 0.118 0.452 -2.417
H 0.510921 -2.089362 0.123842 1.648 1.350 0.668
H 0.560226 -0.295161 3.632688 -0.728 3.145 -2.362
H 0.999280 2.412788 3.534382 -2.819 -1.981 -3.008
C 0.136065 3.793628 1.580970 -1.327 7.608 -2.009
N -0.418434 4.743394 2.350090 -1.501 1.185 2.186
C -1.253969 4.473501 3.402867 -1.205 -2.820 4.959
C -1.497062 5.613154 4.302269 1.702 7.577 3.761
H -0.565361 5.927792 5.049936 -2.147 -1.665 -1.472
C -1.228340 6.943405 3.292101 -5.733 -7.492 -0.818
H -2.182912 7.156018 2.800949 -0.378 -0.090 0.027
C -0.446234 6.245456 2.327790 8.366 -0.184 -2.845
H 0.749667 6.352418 2.591381 -2.469 0.714 -0.939
H -0.542298 6.583237 1.299529 0.062 -0.116 -0.129
H -1.049380 7.782630 3.731804 2.489 4.747 2.753
H -2.480103 5.932349 5.013746 2.422 -1.968 -2.346
H -2.240093 4.278448 3.145439 -1.996 -1.508 -1.180
H -0.870862 3.709484 4.133955 -0.495 -0.046 -1.218
S 0.871691 4.501269 0.330527 2.413 -0.021 -2.503
H -1.239729 2.435333 -0.352950 2.235 -1.860 1.983
H -0.727737 0.884238 -3.420023 0.872 0.032 0.961
H 0.051828 1.268163 -1.826468 2.034 3.210 1.186
H 0.215942 -0.270880 -2.312828 -1.533 0.040 -0.169
```
Positions in Å, forces in eV/Å.